No. 1
A 9-piece molecular cluster, C48H123N9O15 overall in a non-equilibrium geometry, computed with the ωB97M-V functional and the def2-TZVPD basis.

* max |F|: 3.0 eV Å⁻¹
* SMILES string: COC[C@H](C)N.COC[C@H](C)N.COC[C@H](C)N.COCCNCCOC.COCCNCCOC.COCCNCCOC.COCCNCCOC.COCCNCCOC.COCCNCCOC
* ΔE to the lowest compared entry with this formula, charge and spin: 5.345 eV
* E: -3523.5087 Ha

```
! RIJCOSX wB97M-V def2-TZVPD def2/J DEFGRID3
* xyz 0 1
C -20.814 -13.956 -2.555
O -21.318 -12.912 -3.420
C -20.318 -12.117 -4.018
C -19.700 -11.066 -3.058
C -20.697 -10.011 -2.552
N -18.546 -10.475 -3.704
H -20.292 -13.477 -1.722
H -20.030 -14.636 -2.899
H -21.716 -14.479 -2.256
H -19.561 -12.687 -4.574
H -20.759 -11.616 -4.892
H -19.455 -11.741 -2.235
H -20.312 -9.056 -2.916
H -20.624 -9.938 -1.465
H -21.757 -10.096 -2.782
H -17.894 -11.149 -4.082
H -18.800 -9.883 -4.486
C -26.413 -7.259 3.033
O -26.146 -8.624 3.227
C -27.373 -9.319 3.535
C -27.031 -10.785 3.675
C -26.565 -11.456 2.348
N -28.239 -11.533 4.027
H -25.499 -6.716 2.790
H -26.876 -6.837 3.933
H -27.075 -6.971 2.207
H -27.599 -8.874 4.516
H -28.262 -9.093 2.942
H -26.151 -10.803 4.331
H -26.368 -12.514 2.534
H -25.689 -10.981 1.905
H -27.333 -11.455 1.572
H -28.578 -11.031 4.847
H -28.066 -12.488 4.316
C -23.033 -10.520 4.927
O -22.237 -11.392 4.151
C -22.590 -11.401 2.785
C -22.064 -12.591 1.964
C -22.785 -12.795 0.641
N -22.141 -13.808 2.821
H -22.420 -10.112 5.726
H -23.880 -11.162 5.205
H -23.530 -9.721 4.363
H -23.681 -11.432 2.665
H -22.283 -10.438 2.366
H -20.984 -12.444 1.826
H -23.860 -12.814 0.835
H -22.494 -13.723 0.151
H -22.618 -11.986 -0.073
H -21.410 -14.471 2.602
H -21.920 -13.331 3.694
C -21.550 -16.700 -5.106
O -22.837 -17.321 -5.205
C -22.961 -18.582 -4.594
C -24.390 -18.979 -4.354
N -24.972 -18.431 -3.131
C -25.132 -16.958 -3.195
C -25.760 -16.461 -1.914
O -25.963 -15.044 -2.104
C -25.794 -14.391 -0.862
H -21.661 -15.749 -5.623
H -20.730 -17.246 -5.571
H -21.424 -16.461 -4.049
H -22.484 -18.484 -3.607
H -22.457 -19.333 -5.213
H -24.528 -20.060 -4.324
H -24.962 -18.613 -5.223
H -25.902 -18.762 -2.905
H -25.826 -16.727 -4.010
H -24.169 -16.482 -3.369
H -25.222 -16.687 -0.995
H -26.801 -16.809 -1.899
H -25.888 -13.300 -0.830
H -24.778 -14.531 -0.485
H -26.636 -14.691 -0.229
C -25.920 -15.393 6.952
O -26.378 -15.330 5.621
C -25.619 -14.452 4.794
C -25.345 -15.354 3.589
N -26.593 -15.670 2.859
C -26.391 -16.846 2.023
C -26.681 -18.182 2.708
O -26.178 -19.156 1.780
C -25.784 -20.314 2.523
H -26.404 -16.209 7.482
H -26.181 -14.462 7.476
H -24.830 -15.437 7.045
H -24.585 -14.387 5.154
H -26.122 -13.501 4.626
H -24.841 -16.237 3.993
H -24.820 -14.847 2.778
H -27.407 -15.709 3.456
H -25.403 -16.944 1.577
H -27.131 -16.789 1.219
H -27.749 -18.374 2.857
H -26.278 -18.188 3.727
H -24.817 -20.097 2.986
H -25.533 -21.124 1.836
H -26.481 -20.722 3.256
C -15.076 -6.740 3.933
O -14.895 -7.724 2.928
C -15.956 -7.808 1.948
C -17.303 -8.227 2.454
N -17.284 -9.706 2.639
C -18.588 -10.241 3.060
C -18.709 -10.122 4.585
O -17.625 -10.766 5.233
C -17.612 -10.526 6.633
H -15.660 -5.846 3.710
H -14.052 -6.480 4.204
H -15.507 -7.263 4.794
H -15.685 -8.598 1.246
H -15.922 -6.867 1.395
H -17.929 -7.944 1.603
H -17.617 -7.744 3.383
H -16.642 -9.847 3.413
H -18.716 -11.263 2.701
H -19.405 -9.663 2.624
H -19.638 -10.555 4.971
H -18.695 -9.044 4.780
H -17.566 -9.466 6.890
H -16.703 -10.986 7.018
H -18.487 -11.049 7.027
C -22.265 -17.790 3.672
O -21.321 -17.224 4.544
C -20.569 -18.258 5.248
C -19.284 -18.353 4.399
N -18.259 -19.159 5.041
C -18.009 -20.510 4.566
C -19.229 -21.382 4.837
O -18.826 -22.731 4.862
C -19.849 -23.611 5.263
H -21.973 -18.604 3.002
H -22.608 -16.985 3.015
H -23.232 -18.096 4.096
H -21.069 -19.201 5.473
H -20.392 -17.763 6.204
H -18.861 -17.345 4.416
H -19.441 -18.530 3.330
H -17.452 -18.626 5.306
H -17.146 -20.962 5.048
H -17.858 -20.411 3.481
H -20.086 -21.231 4.175
H -19.477 -21.083 5.867
H -19.716 -23.905 6.310
H -19.716 -24.603 4.814
H -20.854 -23.298 4.983
C -22.399 -24.802 1.409
O -22.124 -23.530 0.873
C -22.015 -22.420 1.705
C -21.870 -21.148 0.917
N -23.055 -20.997 0.077
C -23.112 -19.855 -0.875
C -22.873 -18.545 -0.160
O -21.490 -18.346 0.095
C -21.153 -17.089 0.677
H -22.475 -24.761 2.501
H -21.552 -25.486 1.299
H -23.287 -25.182 0.912
H -21.125 -22.578 2.338
H -22.806 -22.357 2.468
H -20.954 -21.215 0.308
H -21.682 -20.307 1.583
H -23.061 -21.914 -0.356
H -24.069 -20.038 -1.355
H -22.391 -20.177 -1.638
H -23.526 -18.447 0.714
H -23.152 -17.700 -0.803
H -22.069 -16.536 0.885
H -20.463 -16.552 0.021
H -20.580 -17.311 1.577
C -27.186 -5.299 11.600
O -28.146 -6.084 10.923
C -27.713 -7.310 10.408
C -26.544 -7.173 9.353
N -26.280 -8.525 8.821
C -25.464 -8.514 7.636
C -23.958 -8.327 7.971
O -23.611 -9.230 9.008
C -22.340 -8.976 9.539
H -27.693 -4.352 11.767
H -26.259 -5.121 11.050
H -26.919 -5.797 12.538
H -28.476 -7.805 9.810
H -27.409 -8.037 11.170
H -25.692 -6.768 9.903
H -26.924 -6.659 8.472
H -25.762 -9.010 9.546
H -25.801 -7.912 6.792
H -25.563 -9.526 7.220
H -23.726 -7.317 8.324
H -23.401 -8.474 7.040
H -22.291 -7.998 10.025
H -21.578 -9.007 8.745
H -22.061 -9.838 10.145
*
```

Here are the Löwdin charges for atoms 1 to 5, given in e: C -0.098; O -0.179; C -0.235; C -0.429; C -0.041

=====

No. 2
A 11-piece molecular cluster, C48H126N8O19 overall in a non-equilibrium geometry, computed with the ωB97M-V functional and the def2-TZVPD basis.

* max |F|: 2.7 eV Å⁻¹
* SMILES string: COCCNCCOC.COCCNCCOC.COCCNCCOC.COCCNCCOC.COCCNCCOC.COCCNCCOC.COCCNCCOC.COCCNCCOC.O.O.O
* ΔE to the lowest compared entry with this formula, charge and spin: 4.076 eV
* E: -3771.5250 Ha

```
! RIJCOSX wB97M-V def2-TZVPD def2/J DEFGRID3
* xyz 0 1
C 6.220 14.489 -12.624
O 6.668 15.700 -12.041
C 5.670 16.501 -11.384
C 5.092 15.841 -10.149
N 6.026 15.351 -9.147
C 6.842 16.415 -8.556
C 8.105 15.802 -7.908
O 7.840 14.676 -7.085
C 9.012 14.076 -6.620
H 5.352 14.103 -12.091
H 7.057 13.804 -12.754
H 5.924 14.691 -13.662
H 4.876 16.745 -12.095
H 6.313 17.364 -11.208
H 4.559 14.942 -10.467
H 4.417 16.447 -9.545
H 6.587 14.551 -9.397
H 6.231 16.940 -7.814
H 7.090 17.177 -9.298
H 8.643 16.549 -7.317
H 8.749 15.413 -8.705
H 9.729 13.803 -7.404
H 8.819 13.196 -6.014
H 9.601 14.775 -6.013
C 7.553 22.851 -4.720
O 6.357 22.432 -4.097
C 5.283 22.234 -4.975
C 4.109 21.618 -4.215
N 2.922 21.669 -5.033
C 1.691 21.324 -4.294
C 0.994 22.570 -3.712
O 1.219 23.735 -4.512
C 0.602 23.858 -5.780
H 7.902 22.123 -5.455
H 8.296 23.035 -3.948
H 7.379 23.818 -5.207
H 5.510 21.687 -5.902
H 5.002 23.183 -5.462
H 4.054 22.188 -3.280
H 4.406 20.587 -4.019
H 2.666 22.578 -5.394
H 1.970 20.693 -3.446
H 1.015 20.706 -4.890
H 1.521 22.834 -2.796
H -0.084 22.471 -3.574
H 1.354 23.875 -6.575
H 0.138 24.845 -5.788
H -0.110 23.057 -5.991
C 3.858 5.978 -12.173
O 5.039 6.596 -12.636
C 5.392 7.693 -11.837
C 6.640 8.367 -12.397
N 7.233 9.370 -11.506
C 7.717 8.989 -10.196
C 8.262 10.175 -9.374
O 7.354 10.903 -8.562
C 6.530 11.792 -9.424
H 3.014 6.656 -12.303
H 3.931 5.618 -11.141
H 3.794 5.049 -12.743
H 5.468 7.594 -10.747
H 4.548 8.394 -11.915
H 6.355 8.838 -13.340
H 7.409 7.650 -12.713
H 7.793 9.920 -12.141
H 8.610 8.352 -10.152
H 6.881 8.563 -9.645
H 8.942 10.820 -9.944
H 8.898 9.743 -8.596
H 5.923 12.463 -8.825
H 6.054 11.073 -10.087
H 7.296 12.364 -9.953
C 0.208 12.448 -9.450
O 1.334 13.185 -8.994
C 1.461 13.154 -7.576
C 2.879 13.444 -7.125
N 3.309 14.833 -7.323
C 2.761 15.744 -6.280
C 3.243 17.158 -6.366
O 2.708 17.810 -7.535
C 3.115 19.172 -7.584
H 0.409 11.385 -9.299
H 0.051 12.702 -10.496
H -0.711 12.702 -8.914
H 1.175 12.159 -7.226
H 0.839 13.981 -7.212
H 3.432 12.857 -7.867
H 3.007 13.135 -6.083
H 4.323 14.844 -7.265
H 2.998 15.475 -5.243
H 1.678 15.794 -6.401
H 4.303 17.403 -6.271
H 2.824 17.681 -5.494
H 2.466 19.682 -6.867
H 2.807 19.631 -8.527
H 4.185 19.345 -7.462
C 3.441 7.661 -6.688
O 2.412 8.666 -6.811
C 2.688 9.667 -7.750
C 3.167 9.195 -9.152
N 2.505 8.016 -9.698
C 1.074 8.252 -9.953
C 0.460 6.981 -10.501
O 0.524 5.947 -9.511
C 0.220 4.675 -10.018
H 3.760 7.695 -5.643
H 4.402 7.869 -7.163
H 3.129 6.635 -6.868
H 3.530 10.246 -7.337
H 1.837 10.345 -7.794
H 4.239 8.983 -9.173
H 3.108 10.041 -9.843
H 2.672 7.224 -9.095
H 0.898 9.095 -10.619
H 0.700 8.474 -8.947
H 1.024 6.551 -11.339
H -0.547 7.059 -10.926
H -0.773 4.465 -10.424
H 0.319 4.055 -9.123
H 1.010 4.354 -10.708
C 0.927 17.091 -2.160
O -0.006 16.017 -2.206
C -0.584 15.645 -0.964
C -1.854 14.891 -1.248
N -1.524 13.558 -1.843
C -0.926 12.570 -0.942
C 0.181 11.830 -1.700
O 1.291 12.669 -2.030
C 1.518 12.755 -3.428
H 1.745 16.801 -1.497
H 0.445 18.032 -1.897
H 1.435 17.252 -3.111
H -0.860 16.548 -0.401
H 0.148 15.099 -0.364
H -2.456 15.424 -1.983
H -2.332 14.608 -0.305
H -0.765 13.947 -2.405
H -1.721 11.935 -0.546
H -0.487 12.984 -0.024
H -0.250 11.258 -2.525
H 0.663 11.066 -1.082
H 1.565 11.781 -3.927
H 2.469 13.274 -3.529
H 0.687 13.297 -3.889
C 1.969 22.787 -9.704
O 1.611 23.621 -10.745
C 0.722 23.153 -11.724
C 0.474 24.258 -12.782
N -0.311 23.751 -13.881
C -0.575 24.682 -14.944
C -1.666 24.189 -15.899
O -2.858 23.724 -15.264
C -3.730 24.793 -14.964
H 1.314 22.913 -8.835
H 3.022 22.929 -9.452
H 1.937 21.708 -9.917
H -0.268 22.912 -11.310
H 1.134 22.202 -12.079
H 1.449 24.693 -13.006
H -0.032 25.036 -12.196
H -1.193 23.364 -13.566
H 0.355 24.797 -15.515
H -0.741 25.715 -14.603
H -1.347 23.319 -16.472
H -1.896 24.954 -16.646
H -3.852 25.348 -15.901
H -3.405 25.484 -14.179
H -4.715 24.443 -14.654
C 5.962 12.250 -5.856
O 5.564 12.975 -4.709
C 5.424 12.369 -3.452
C 6.206 11.138 -3.056
N 5.885 9.921 -3.842
C 4.492 9.501 -3.986
C 3.551 9.521 -2.792
O 4.254 8.681 -1.885
C 3.487 8.188 -0.812
H 5.695 12.878 -6.705
H 5.415 11.333 -6.090
H 7.022 12.009 -5.855
H 4.405 12.434 -3.055
H 5.809 13.121 -2.745
H 6.135 10.905 -1.991
H 7.264 11.231 -3.315
H 6.532 9.174 -3.658
H 4.645 8.479 -4.337
H 4.098 10.043 -4.855
H 2.551 9.204 -3.097
H 3.543 10.523 -2.350
H 4.135 7.566 -0.194
H 2.615 7.579 -1.067
H 3.162 8.990 -0.139
O 5.924 15.574 -5.419
H 6.564 15.393 -6.130
H 5.806 14.719 -4.963
O 1.897 16.249 -9.685
H 2.146 15.530 -9.080
H 2.207 17.051 -9.240
O 1.714 14.606 -11.888
H 1.644 15.243 -11.149
H 1.989 13.785 -11.468
*
```

Here are the Löwdin charges for atoms 1 to 5, given in e: C -0.106; O -0.206; C -0.185; C -0.199; N -0.050